No. 1
23
Properties=species:S:1:pos:R:3:forces:R:3 method="wB97M-V/def2-TZVPD" e_tot_ev=-14990.4151 gap_ev=9.14
C 1.959260 -0.686369 -0.347793 2.738 2.237 1.378
C 3.613200 0.393801 0.543270 -2.299 0.191 -0.645
C 1.534891 0.579289 -0.093045 -1.394 -0.385 -0.181
C -1.070189 0.696284 1.023709 0.033 -0.228 -2.725
C -0.555487 0.513008 -1.480330 2.791 -2.135 -0.134
C -1.313240 -0.726857 -0.927681 -0.770 0.927 -0.513
C 0.211583 1.180721 -0.338769 -2.367 0.357 1.517
C -2.733181 -1.228278 1.066794 -0.380 -1.334 -0.806
N 3.314753 -0.749846 0.047745 -1.305 -1.505 -0.640
N 2.552660 1.266078 0.479486 -0.188 -0.196 -0.206
N -1.776327 -0.332944 0.392410 -0.028 1.013 0.573
O -1.349030 1.193092 2.076193 0.743 -0.062 -0.114
H 1.391979 -1.494432 -0.618375 -0.800 -1.818 -0.971
H 4.539378 0.597992 0.893304 2.565 1.032 1.152
H 0.094611 0.275337 -2.391209 -0.334 -0.292 1.503
H -1.143488 1.204434 -1.926296 -2.705 2.078 -0.835
H -2.245146 -0.938064 -1.601088 1.903 -0.143 1.200
H -0.608141 -1.548560 -0.735981 -0.542 -0.291 -0.950
H 0.228712 2.327727 -0.441850 -0.049 -1.800 0.400
H -3.453873 -1.723799 0.308389 0.513 1.792 0.859
H -2.200987 -2.210485 1.240192 -0.187 1.117 1.115
H -3.284626 -0.727701 1.939575 1.142 -1.002 -1.325
H 2.292689 2.139572 0.891351 0.919 0.447 0.348

No. 2
23
Properties=species:S:1:pos:R:3:forces:R:3 method="wB97M-V/def2-TZVPD" e_tot_ev=-14985.2133 gap_ev="9.64 / 7.01"
C -2.104843 2.094483 -0.312815 -0.428 2.371 0.345
C 1.801973 -1.691904 0.878242 0.092 -0.069 0.379
C -1.437355 0.990338 -0.339762 -0.161 -6.935 -1.396
C -2.565815 -1.529833 -1.198913 2.656 0.174 -1.105
C 2.678104 -0.638371 1.338145 -0.999 2.052 1.193
C -0.016917 0.550301 -0.596113 0.188 -1.395 -0.268
C 2.398712 0.654581 0.446138 2.829 -1.150 -0.755
C 1.002007 1.124710 0.454603 -2.192 1.668 0.105
N -2.623978 3.115174 -0.241465 -1.233 1.995 0.099
N 1.231485 -2.559282 0.400828 -0.595 -0.503 -0.226
N -2.829533 -0.266011 -0.539630 2.374 3.596 0.584
O -3.864896 -0.005156 0.119609 1.068 -0.623 -1.132
H -1.577649 -1.904518 -0.808075 -0.879 0.246 -0.639
H -2.617669 -1.701670 -2.346472 0.137 1.303 1.773
H -3.286427 -2.112278 -0.791946 -2.210 -2.278 1.134
H 3.665579 -1.104702 1.249749 0.133 0.790 0.198
H 2.440688 -0.267518 2.425265 0.541 -1.288 -1.838
H -0.075428 -0.619435 -0.600875 0.517 2.214 0.218
H 0.409065 0.827266 -1.589323 -0.802 -0.054 0.324
H 3.061307 1.477287 0.798976 -0.341 -0.706 -0.127
H 2.754785 0.400533 -0.585406 -0.319 0.334 0.635
H 0.558903 0.887905 1.403961 -0.182 -0.018 0.825
H 0.997902 2.278101 0.435279 -0.194 -1.722 -0.329

No. 3
23
Properties=species:S:1:pos:R:3:forces:R:3 method="wB97M-V/def2-TZVPD" e_tot_ev=-14985.9030 gap_ev="7.62 / 7.47"
C -1.067090 -3.254549 1.587061 -0.904 1.007 -0.860
C 0.036158 -2.510093 2.015901 -0.666 -0.537 1.409
C -1.634669 -3.019230 0.301997 2.036 -0.101 1.149
C 0.665662 -1.591276 1.223931 -1.136 -1.597 0.021
C -0.975843 -2.258666 -0.618119 -0.066 0.662 0.887
C 0.225570 -1.481198 -0.165943 -0.030 -0.498 -0.262
C 0.481426 2.463817 0.723914 -3.067 0.725 0.251
C 0.375794 2.390036 -1.691623 0.136 0.469 -1.768
N 0.923290 -0.725084 -0.918121 0.004 -0.263 -0.443
N -0.086475 1.837996 -0.469538 0.487 0.320 0.855
N -1.103820 1.025869 -0.521194 -0.427 0.414 -0.446
O -1.623318 0.753373 0.534304 -0.237 -0.334 0.829
H -1.687798 -3.800454 2.281260 0.335 -0.282 0.208
H 0.225459 -2.649944 3.100252 0.568 0.378 -0.869
H -2.549397 -3.508552 0.148293 -1.116 -0.443 -0.816
H 1.490172 -1.091127 1.657238 0.704 0.870 -0.260
H -1.487481 -2.109097 -1.560566 0.658 0.356 -0.204
H 1.512227 2.428796 0.700950 2.232 0.177 -0.426
H 0.075175 3.504476 0.783422 0.659 -0.545 -0.110
H 0.179599 2.009735 1.650661 -0.437 -0.630 0.070
H 1.516765 2.153797 -1.789947 -2.106 0.907 -0.153
H -0.231916 1.954175 -2.549589 1.076 0.181 1.117
H 0.039883 3.490563 -1.681641 1.297 -1.235 -0.181

No. 4
23
Properties=species:S:1:pos:R:3:forces:R:3 method="wB97M-V/def2-TZVPD" charge=+1 e_tot_ev=-14423.8101 gap_ev=10.26
C 2.435380 3.413070 -0.135445 -2.650 -4.838 1.591
C 2.176496 -0.398072 -0.476305 0.092 1.238 -1.638
C -1.448416 -0.862300 -1.006851 -0.587 -0.369 0.087
C -0.750330 0.146643 1.271357 -0.253 0.609 -1.192
C -2.406523 1.334506 -0.200270 4.451 -1.228 0.109
C 1.473680 -2.240489 0.720386 -1.914 -1.955 -2.780
C -1.852572 -0.112952 0.173163 -0.795 1.660 2.002
C 1.053054 -0.904486 0.164579 -1.060 -2.363 -0.250
N 3.079125 0.044639 -0.998265 1.558 0.313 -0.840
N -0.270972 -1.316290 -1.055352 2.388 -1.551 -2.319
N 0.472145 -0.110828 1.014809 -2.534 2.002 3.543
N 1.901390 2.434945 0.181506 0.756 1.840 -0.522
H 2.873126 4.259741 -0.405368 1.754 3.222 -1.031
H -2.235836 -1.014591 -1.785752 0.937 -0.107 0.363
H -1.096168 0.796969 2.187600 1.041 -1.437 -1.730
H -1.407496 1.737055 -0.569239 -1.763 0.703 0.099
H -2.617651 1.711088 0.769809 -0.641 1.024 0.390
H -3.180370 1.349965 -0.913088 -0.925 0.038 -0.694
H 1.353633 -3.002557 -0.121945 0.799 0.987 0.772
H 0.679738 -2.556045 1.323636 -0.719 -0.474 1.759
H 2.451913 -2.294989 1.113431 0.851 0.215 0.594
H -2.745270 -0.509960 0.653240 0.145 -0.950 -0.025
H 0.061926 -1.905052 -1.905639 -0.932 1.424 1.713

No. 5
23
Properties=species:S:1:pos:R:3:forces:R:3 method="wB97M-V/def2-TZVPD" charge=+1 multiplicity=3 e_tot_ev=-14421.9866 gap_ev="5.31 / 6.53"
C 1.841415 1.999417 -1.006887 -0.334 0.348 -3.187
C 2.293361 2.016359 0.276609 -3.744 -1.936 0.622
C 0.890098 1.153232 -1.595594 1.310 -0.681 2.773
C 1.531421 1.358356 1.224613 4.074 1.612 4.001
C 0.478375 0.066805 -0.882529 0.195 0.381 5.246
C 0.701289 0.335514 0.941506 -1.778 -2.792 -5.760
C -1.030320 -1.251774 1.122131 -0.975 -3.374 -1.291
C -0.524703 -1.959362 -0.055578 0.993 -1.121 0.353
N -0.364926 -0.943038 -1.068795 0.120 0.422 -2.654
N -0.307491 -0.279730 1.565450 2.100 4.294 1.982
N -2.188825 -1.450277 1.745789 -2.553 1.186 2.125
N -1.419183 -0.787424 -1.997039 0.114 -0.770 -0.845
H 2.299298 2.779617 -1.581558 -0.171 0.102 -0.854
H 2.892936 2.819799 0.422184 2.300 1.729 1.484
H 0.563405 1.246962 -2.546512 -0.564 0.473 -3.152
H 1.982960 1.474217 2.270600 -1.353 -0.192 -1.132
H 0.511559 -2.415887 0.082147 -1.272 0.509 0.227
H -1.205198 -2.763315 -0.348710 0.163 0.396 -0.345
H -0.796596 0.247510 2.280304 0.732 0.196 0.753
H -2.800923 -2.273745 1.670241 0.757 0.833 -0.071
H -2.502323 -0.647851 2.398708 0.322 -2.363 -1.449
H -1.157087 -0.886524 -2.998150 0.326 -0.430 1.035
H -1.688542 0.161136 -1.918930 -0.759 1.179 0.138

No. 6
24
Properties=species:S:1:pos:R:3:forces:R:3 method="wB97M-V/def2-TZVPD" charge=+1 e_tot_ev=-16472.9584 gap_ev=9.45
C -1.777704 -0.768890 -0.024590 -1.310 0.981 -1.373
C 0.382189 -0.454040 0.023664 2.957 -1.243 -2.344
C -1.080665 1.546563 0.359995 -1.470 3.611 0.239
C -2.396152 1.969474 0.316010 2.265 1.117 -0.095
C -3.682974 -0.072986 -0.007595 1.791 -2.955 -0.097
C 2.534305 -0.600559 -1.313088 -0.064 -0.472 1.554
C 2.539246 -0.488546 1.256207 2.060 2.220 1.074
C 1.853668 -0.021163 0.017099 -1.520 0.778 -1.801
N -1.214828 -1.903458 -0.345170 -2.726 -0.414 0.178
N 0.099484 -1.764677 -0.326898 -0.147 3.963 1.314
N -0.741265 0.246585 0.025846 -0.977 -2.895 1.687
N -3.546034 1.241037 0.079298 -1.336 1.403 0.208
O -4.628397 -0.774304 -0.069478 1.328 0.605 -0.007
H -0.327397 2.392586 0.585672 -1.000 -2.084 -0.562
H -2.590659 3.084608 0.381560 0.342 -1.687 0.223
H 3.511556 -0.118373 -1.532668 -0.917 0.056 0.092
H 1.775417 -0.469007 -2.106129 0.894 -0.327 -0.015
H 2.830081 -1.670074 -1.090307 -0.638 0.877 -0.662
H 2.749102 -1.496645 1.054731 0.521 -1.592 0.366
H 2.060997 -0.381869 2.261840 0.091 0.111 -1.098
H 3.540734 0.089585 1.276815 -1.421 -1.133 0.267
H 1.827940 1.061482 -0.166067 0.137 -0.055 0.610
H 0.750052 -2.396529 -0.779128 -0.250 -0.196 0.350
H -4.468688 1.749208 0.122371 1.393 -0.668 -0.107

Energy above the lowest of the compared OMol25 structures with the same formula, charge and spin (kJ/mol)
99.6, 601.5, 535.0, 411.6, 228.2, 192.9